Below is a structure of composition C23H21N9RuS2, with properties calculated with ωB97M-V with the def2-TZVPD basis set.

Structure (XYZ):
```
56
Properties=species:S:1:pos:R:3:forces:R:3
Ru -0.6263 0.0124 0.0442 -0.508 0.605 0.014
C 2.3783 -2.8572 -1.5557 0.029 -0.048 0.031
C 1.5806 -1.6404 -1.2623 -0.595 -0.107 0.145
N 0.2131 -1.7145 -0.8280 0.818 -0.379 -0.090
N -0.3331 -2.8999 -0.9880 -0.445 0.163 -0.076
C -1.6826 -2.8890 -0.9031 0.274 -0.353 -0.093
N -2.2354 -4.1216 -0.8850 -0.131 0.068 -0.073
S -2.6557 -1.4987 -0.9021 -0.009 0.004 0.059
C 2.0645 -0.3477 -1.3933 0.100 0.252 -0.042
C 3.3722 -0.0553 -1.8639 -0.037 0.017 0.007
C 3.7771 1.2490 -1.9752 0.063 -0.019 -0.028
C 2.8977 2.2759 -1.6204 -0.063 0.038 0.017
C 1.6390 1.9351 -1.1475 -0.015 0.003 0.024
N 1.2208 0.6832 -1.0256 0.209 -0.118 -0.045
H 1.7703 -3.7478 -1.4354 0.005 0.015 -0.008
H 3.2384 -2.9266 -0.8834 0.008 0.013 -0.001
H 2.7654 -2.8350 -2.5768 0.004 -0.007 -0.005
H -1.6557 -4.9052 -1.1392 0.014 0.011 0.033
H -3.2289 -4.1965 -1.0205 0.017 -0.034 0.033
H 4.0310 -0.8648 -2.1427 -0.002 -0.007 0.002
H 4.7685 1.4812 -2.3414 -0.003 -0.002 0.002
H 3.1784 3.3158 -1.6988 -0.002 -0.007 0.003
H 0.9360 2.6988 -0.8380 0.012 0.011 0.000
S -1.7752 4.2698 0.9305 -0.317 0.061 0.104
C -1.1359 3.6031 2.3727 0.234 0.044 -0.055
C -0.7119 2.3214 2.1998 -0.200 -0.043 -0.033
C -0.9628 1.8226 0.8824 0.031 -0.248 0.218
C -1.5666 2.7828 0.1062 0.103 0.089 -0.337
C -1.9062 2.5368 -1.2967 0.148 0.009 0.211
C -2.5304 3.4395 -2.1462 -0.030 0.049 -0.046
C -2.7610 3.0675 -3.4590 -0.002 0.007 -0.019
C -2.3647 1.8106 -3.8934 0.010 0.026 0.008
C -1.7579 0.9652 -2.9828 0.051 -0.034 0.057
N -1.5334 1.3180 -1.7196 0.037 -0.091 0.056
H -1.0891 4.2078 3.2647 0.044 0.009 -0.015
H -0.2541 1.7444 2.9913 -0.005 0.001 0.001
H -2.8307 4.4127 -1.7810 -0.003 -0.009 0.000
H -3.2476 3.7533 -4.1399 0.000 0.001 0.003
H -2.5265 1.4857 -4.9109 -0.003 0.006 0.005
H -1.4456 -0.0348 -3.2564 -0.009 -0.006 0.005
N -1.1974 -1.8929 3.8950 -0.127 0.015 0.079
C -2.5425 -1.8773 3.5945 0.070 -0.052 -0.026
C -2.6422 -1.3167 2.3617 0.040 0.116 -0.041
N -1.3857 -0.9766 1.9136 0.037 -0.063 -0.079
C -0.5442 -1.3324 2.8586 0.285 0.013 0.044
C 0.8753 -1.0576 2.7222 -0.257 -0.113 0.085
N 1.3010 -0.3642 1.6995 0.171 0.053 -0.156
C 2.6613 -0.2476 1.8549 -0.094 0.046 0.007
C 3.0458 -0.8799 2.9982 -0.050 -0.061 -0.041
N 1.8934 -1.4033 3.5425 0.103 0.058 0.063
H -0.7959 -2.2422 4.7478 -0.001 0.011 -0.002
H -3.2860 -2.2642 4.2672 0.005 -0.008 0.001
H -3.5195 -1.1387 1.7673 0.004 -0.002 -0.007
H 3.2712 0.2904 1.1480 -0.014 -0.006 -0.001
H 4.0069 -1.0056 3.4636 -0.004 -0.008 0.005
H 1.8447 -1.9491 4.3855 0.002 0.009 -0.004
```
Positions in Å, forces in eV/Å.

## Properties
* E_HOMO (alpha / beta): -8.54 / -10.63 eV
* 2S+1: 6
* net charge: +1
* gap between HOMO and LUMO (alpha / beta): 6.404 / 6.270 eV

---

Below is an isolated molecule of C2H10I2Si3, with properties calculated with ωB97M-V with the def2-TZVPD basis set.

Structure (XYZ):
```
17
Properties=species:S:1:pos:R:3:forces:R:3
C 0.4734 -1.4205 -0.5581 1.501 0.963 -0.142
C -1.1218 0.2748 1.6348 0.799 1.816 -0.746
Si -1.2743 2.9899 -0.8155 -0.087 0.149 -0.154
Si -0.1871 -1.2887 1.1719 -2.300 0.158 -1.013
Si 2.1002 -0.5117 -1.1245 0.745 -1.198 0.239
I -2.8965 0.6617 0.4107 1.113 -0.126 0.377
I 2.7978 1.1133 0.6149 -0.179 -0.194 -0.208
H 0.6281 -2.4813 -0.7423 -0.146 -0.133 -0.236
H -0.3805 -1.0493 -1.1248 -0.017 -0.119 -0.364
H -1.3961 0.1774 2.6460 -1.125 -0.745 1.277
H -0.6022 1.2571 1.7603 -0.145 -0.643 -0.991
H -2.3689 2.8478 -1.8509 -0.148 0.211 0.017
H -0.2644 2.4809 -1.8522 -0.022 -0.381 0.229
H 0.5570 -1.5970 2.3242 1.185 -0.422 0.970
H -1.4173 -2.1647 1.1058 0.594 -0.165 0.163
H 2.0086 0.2806 -2.4076 -0.078 -0.484 0.573
H 3.3439 -1.5702 -1.1929 -1.691 1.315 0.010
```
Positions in Å, forces in eV/Å.

## Properties
* E_HOMO: -8.18 eV
* gap between HOMO and LUMO: 7.786 eV

---

Computed strongest force on any atom (Eh/bohr) in order:
0.0176, 0.0490
Computed electronic energy (eV) in order:
-61848.544, -42068.291